[1]
4 unconnected molecules or ions with the total composition C4H13NO3 in a non-equilibrium geometry, computed with ωB97M-V with the def2-TZVPD basis set.

```
21
Properties=species:S:1:pos:R:3:forces:R:3:lowdin_charge:R:1
O 0.64816 0.55174 -2.73378 3.364 -0.422 1.239 -0.033
O -0.68588 3.06632 1.19583 -1.171 -2.597 0.090 -0.075
O 0.81850 -3.22382 -1.14036 2.696 -2.925 -4.879 -0.029
N 1.14843 0.05741 1.30646 0.171 0.810 1.365 0.013
C -0.87899 0.04544 -0.03052 -0.495 -2.498 0.343 -0.131
C 0.92416 0.84927 2.26689 3.997 1.807 0.097 -0.074
C 0.03399 -0.58636 0.75301 -0.300 -0.574 -0.089 -0.211
C -1.79666 -0.96445 -0.81095 0.922 3.113 -1.788 -0.102
H -1.24538 -1.32662 -1.73168 -0.702 0.159 1.177 0.085
H -0.18639 0.91273 -2.74530 -3.232 1.128 -0.415 -0.023
H -2.63312 -0.36132 -1.15963 -0.159 0.007 -0.449 0.058
H -1.03344 2.11663 1.25022 -0.175 1.862 -1.094 0.028
H 0.03348 1.09846 2.68603 -3.426 -0.350 0.970 0.025
H 1.65274 1.61784 2.81247 -0.312 -2.186 -1.653 0.126
H 1.31566 -2.73610 -1.87147 -0.983 -1.144 1.389 0.095
H -0.23266 2.89700 2.00940 1.122 1.303 1.059 -0.016
H 1.03114 1.02458 -1.95540 -0.065 -0.744 -0.886 0.063
H -1.02883 1.16001 -0.19313 0.791 -1.811 -0.007 0.106
H 0.06763 -1.74193 1.00436 -0.389 2.456 -0.951 0.162
H -2.28610 -1.71872 -0.27986 -0.011 -1.436 1.179 0.048
H 0.56507 -2.56174 -0.61542 -1.644 4.041 3.302 -0.115
```
Positions in Å, forces in eV/Å.

The lowest unoccupied orbital energy comes out at 0.4988 eV. As for the maximum force: 6.29 eV/Å. As for the SMILES: C=N/C=C/C.O.O.O. As for the multiplicity: 1. As for the relative energy (zero: lowest compared OMol25 entry of this formula, charge and spin): 444.5 kJ/mol. The calculation puts the gap between HOMO and LUMO at 10.0 eV.


[2]
2 unconnected molecules or ions with the total composition C4H13NO3 in a non-equilibrium geometry, computed with ωB97M-V with the def2-TZVPD basis set.

```
21
Properties=species:S:1:pos:R:3:forces:R:3:lowdin_charge:R:1
O -3.08903 0.25137 2.12173 -2.920 0.074 2.867 -0.010
O 0.40070 -2.45958 -0.07945 -1.139 -2.581 0.017 -0.088
O -0.06085 1.90891 0.57803 -1.195 -0.704 -0.099 -0.103
N 2.20698 0.74851 -0.42239 0.509 -0.995 1.160 0.029
C 1.56935 -1.79501 -0.32770 0.491 1.002 -2.605 -0.238
C -0.99058 1.04199 -0.19989 2.108 0.179 1.808 -0.182
C 1.23711 -0.28181 -0.11010 -1.286 -0.424 -2.640 -0.372
C -0.10053 0.01223 -0.91720 -0.650 0.998 -1.346 -0.135
H 0.04498 0.59382 -1.95505 0.375 -1.877 1.891 0.149
H -0.70289 -0.91477 -1.04761 0.516 0.729 -0.380 0.111
H -1.68123 0.66715 0.57841 1.056 0.241 -1.311 0.073
H 0.00085 -2.30491 0.74459 -0.445 0.421 1.983 0.069
H -3.91963 0.05956 1.67729 -0.122 -0.007 0.132 0.053
H 1.54319 -2.12405 -1.41967 1.506 1.269 0.778 0.143
H 0.84657 -0.24042 0.87660 0.422 0.305 1.424 0.120
H 2.50033 -2.16784 0.14950 -0.632 0.275 0.103 0.123
H 2.10926 0.96121 -1.42354 0.215 0.772 1.192 0.079
H 2.11901 1.47181 0.32438 0.153 -0.404 -1.963 0.091
H -1.54725 1.54886 -0.94312 -0.717 0.928 -0.420 0.100
H -0.01687 2.82719 0.32722 -0.481 0.271 -0.485 0.079
H -2.46948 0.19578 1.46798 2.237 -0.473 -2.108 -0.089
```
Positions in Å, forces in eV/Å.

The lowest unoccupied orbital energy comes out at 0.6485 eV. As for the maximum force: 4.09 eV/Å. As for the SMILES: N[C@H](CO)CCO.O. As for the multiplicity: 1. As for the relative energy (zero: lowest compared OMol25 entry of this formula, charge and spin): 367.0 kJ/mol. The calculation puts the gap between HOMO and LUMO at 9.4 eV.


[3]
4 unconnected molecules or ions with the total composition C4H13NO3 in a non-equilibrium geometry, computed with ωB97M-V with the def2-TZVPD basis set.

```
21
Properties=species:S:1:pos:R:3:forces:R:3:lowdin_charge:R:1
O -1.01078 -3.77851 0.65313 -0.340 0.349 -0.459 -0.087
O -0.68287 -1.49479 -1.11190 0.211 0.027 -0.484 -0.066
O -2.65227 -0.22412 0.47066 -0.130 0.206 0.696 -0.062
N 0.64378 -0.29126 1.76499 -1.021 -0.046 -0.150 0.075
C 1.12962 3.16005 -0.69728 -0.777 0.335 0.538 -0.011
C 0.57863 0.60703 0.71692 1.737 0.582 -0.176 -0.261
C 1.53481 0.74224 -0.23472 -1.007 0.509 0.605 -0.131
C 1.60790 1.97314 -1.07502 0.741 -0.218 0.627 -0.180
H -0.14423 1.40006 0.80555 -0.650 -0.208 0.026 0.110
H 1.40908 -0.94472 1.78904 -0.051 -0.106 -0.132 0.095
H -3.27834 -0.03478 -0.22689 -0.097 0.024 -0.198 0.034
H 0.00606 -1.19835 -0.49853 0.113 0.055 -0.245 0.013
H 1.09893 4.12079 -1.19918 0.585 -0.435 -0.753 0.051
H -0.43704 -1.09697 -1.96609 -0.092 -0.205 0.505 0.083
H 2.25572 1.91471 -1.93874 -0.230 -0.048 -0.364 0.084
H -1.82948 -0.44404 0.02724 -0.051 -0.221 -0.457 -0.031
H -0.25745 -0.67393 2.03615 0.364 -0.032 0.223 0.093
H -1.96164 -3.73366 0.84903 0.494 0.022 -0.106 0.040
H 2.29162 -0.03364 -0.22971 0.318 0.189 -0.503 0.100
H 0.60948 3.29953 0.24447 0.049 -0.459 0.216 0.048
H -0.91152 -3.26877 -0.17911 -0.167 -0.320 0.589 0.004
```
Positions in Å, forces in eV/Å.

The lowest unoccupied orbital energy comes out at 0.5378 eV. As for the maximum force: 1.84 eV/Å. As for the SMILES: C=C/C=C/N.O.O.O. As for the multiplicity: 1. As for the relative energy (zero: lowest compared OMol25 entry of this formula, charge and spin): 211.7 kJ/mol. The calculation puts the gap between HOMO and LUMO at 8.8 eV.


[4]
3 unconnected molecules or ions with the total composition C4H13NO3, computed with ωB97M-V with the def2-TZVPD basis set.

```
21
Properties=species:S:1:pos:R:3:forces:R:3:lowdin_charge:R:1
O -0.51294 -3.16209 0.76364 -0.081 -0.120 0.009 0.041
O 0.68713 1.59258 1.91897 0.218 -0.124 -0.167 -0.068
O -1.08345 3.32360 0.66393 -0.287 0.128 0.125 -0.044
N 0.28831 -1.47979 2.04505 -0.030 0.188 -0.303 0.171
C -0.44288 -0.99834 -0.23907 -0.338 -0.343 -0.520 -0.142
C 0.33073 -0.21937 -2.53381 -0.286 -0.431 -0.190 -0.107
C 0.73644 -0.88002 -1.21876 -0.143 -0.044 0.474 -0.244
C -0.23270 -1.98710 0.89520 0.245 0.272 0.215 -0.558
H 0.59794 0.83081 -2.54616 0.015 0.172 -0.187 0.065
H 0.50756 -0.49605 2.10357 -0.310 -0.024 0.256 0.056
H -1.75982 3.27559 -0.02040 0.129 -0.057 -0.064 0.061
H -1.58371 3.35755 1.48866 0.013 0.082 -0.031 0.064
H 1.13450 -1.87660 -1.39888 0.036 -0.070 0.006 0.111
H -0.74733 -0.30833 -2.69856 0.032 0.126 0.119 0.070
H -0.75621 -0.01099 0.09428 0.092 0.093 0.276 0.102
H 0.77318 -0.74023 -3.38631 0.234 0.298 0.054 0.071
H 0.26096 -2.04579 2.87446 0.180 -0.057 -0.013 0.107
H -1.29169 -1.43151 -0.77704 0.084 0.092 -0.068 0.117
H 1.52661 -0.29350 -0.74080 0.125 -0.142 -0.058 0.098
H 0.19173 2.24941 1.40098 -0.033 -0.174 -0.019 -0.008
H 1.37564 1.30016 1.31106 0.107 0.134 0.084 0.038
```
Positions in Å, forces in eV/Å.

The lowest unoccupied orbital energy comes out at 0.2735 eV. As for the maximum force: 0.71 eV/Å. As for the SMILES: CCCC(N)=O.O.O. As for the multiplicity: 1. As for the relative energy (zero: lowest compared OMol25 entry of this formula, charge and spin): 27.6 kJ/mol. The calculation puts the gap between HOMO and LUMO at 9.7 eV.